79
Properties=species:S:1:pos:R:3 method="wB97M-V/def2-TZVPD" orbital_gap_ev=9.01 e_homo_ev=-8.650 smiles="C/C(Cl)=C(/Cl)OC(=O)OCCF.O=C1OCCO1.O=C1OCCO1.O=C1OCCO1.O=C1OCCO1.O=C1OCCO1.O=C1OCCO1" lumo_energy_ev=0.4
Cl -1.073 0.928 -0.538
Cl 1.503 -0.800 -0.933
F -6.406 -2.514 -1.275
O 2.025 -1.111 -3.880
O -8.394 -0.212 1.531
O 3.878 5.174 1.227
O -8.548 -2.324 2.306
O 2.252 1.448 -7.300
O 4.861 1.709 1.497
O 0.338 -2.546 -3.430
O 1.246 3.013 -6.025
O 1.149 -2.360 -5.525
O 0.022 1.759 -7.420
O -4.279 -0.830 1.090
O 3.299 0.370 2.403
O 1.371 -5.032 5.201
O 1.024 -3.653 3.468
O 5.541 6.572 0.621
O 5.417 -0.375 2.165
O -2.097 -1.402 0.589
O -0.603 -5.076 4.110
O -2.647 0.276 1.971
O 5.836 5.170 2.339
O -8.828 -0.599 3.709
C 4.605 0.486 2.033
C 4.981 5.600 1.381
C -8.573 -0.970 2.428
C -0.905 2.475 -6.602
C 0.070 -1.441 -0.173
C 0.095 -2.915 0.271
C -6.125 -1.832 -0.089
C 2.246 -3.234 4.080
C -1.028 -0.740 0.008
C -8.574 -2.875 3.623
C 6.763 6.959 1.252
C 2.882 -0.948 -5.012
C 2.634 -4.437 4.899
C -9.206 -1.771 4.430
C 2.015 -1.411 -6.151
C 1.097 -2.055 -4.203
C 3.599 2.360 1.304
C 2.714 1.666 2.298
C -2.966 -0.577 1.252
C 7.116 5.739 2.062
C 0.490 -4.630 4.246
C -0.060 3.591 -6.044
C 1.268 2.020 -6.949
C -4.609 -1.494 -0.151
H -6.227 -2.578 0.720
H -6.759 -0.940 0.077
H 1.019 -3.423 -0.027
H 2.587 -1.877 -6.951
H 3.273 2.200 0.273
H 2.050 -2.352 4.694
H -4.399 -0.790 -0.975
H -8.836 -1.733 5.453
H -1.281 1.805 -5.825
H -10.296 -1.837 4.450
H -4.101 -2.463 -0.284
H 3.677 3.439 1.493
H -0.102 -2.932 1.354
H 1.412 -0.608 -6.570
H 3.768 -1.572 -4.877
H 2.734 2.144 3.281
H -0.046 4.471 -6.691
H -0.788 -3.377 -0.210
H 7.709 5.017 1.498
H -7.549 -3.089 3.936
H -9.151 -3.797 3.647
H 6.576 7.837 1.874
H 7.640 5.983 2.984
H 2.991 -2.980 3.327
H 1.681 1.598 1.958
H 3.165 -4.170 5.811
H -0.366 3.891 -5.044
H 3.235 -5.153 4.335
H -1.744 2.838 -7.192
H 7.521 7.206 0.511
H 3.193 0.089 -5.119

---

110
Properties=species:S:1:pos:R:3 method="wB97M-V/def2-TZVPD" orbital_gap_ev=8.33 e_homo_ev=-10.823 lumo_energy_ev=-2.5 charge=+1
I 9.995 5.089 21.521
Zn 10.639 6.697 19.403
O 11.264 8.452 17.905
O 11.798 5.406 18.345
O 9.364 8.392 20.260
O 11.223 5.388 25.607
O 9.096 0.236 21.171
O 6.807 8.620 18.626
O 4.701 6.093 24.697
O 8.938 6.427 18.338
O 12.526 7.210 20.278
C 13.508 9.425 20.892
C 10.998 6.664 27.622
C 5.600 5.656 23.737
C 11.529 3.196 17.262
C 6.730 8.033 16.262
C 10.732 9.608 17.278
C 5.633 6.508 22.519
C 6.893 10.419 17.216
C 13.576 3.910 18.593
C 9.675 9.275 21.319
C 6.883 0.059 20.691
C 8.413 1.303 19.183
C 8.247 0.113 20.117
C 7.097 4.770 18.428
C 14.977 7.297 20.813
C 10.306 7.503 25.158
C 8.527 5.115 17.889
C 9.873 10.729 20.732
C 6.938 5.612 24.435
C 8.463 9.090 22.263
C 11.992 4.005 18.450
C 6.340 9.027 17.354
C 11.679 10.743 17.437
C 8.617 4.941 16.414
C 13.747 8.095 20.232
C 10.501 9.198 15.823
C 10.320 6.310 26.205
H 7.099 4.784 19.518
H 10.265 7.073 24.157
H 13.845 4.697 19.297
H 14.156 8.117 19.222
H 12.659 10.387 17.117
H 6.319 5.447 18.076
H 6.674 -0.783 21.351
H 7.937 10.238 16.964
H 11.040 5.197 24.685
H 10.167 8.168 15.699
H 7.505 9.290 21.783
H 6.917 3.756 18.071
H 7.797 7.987 16.045
H 8.359 8.034 22.512
H 12.910 6.673 20.975
H 11.484 11.643 16.854
H 5.260 9.091 17.487
H 6.532 6.256 21.956
H 12.242 2.371 17.238
H 11.475 3.714 16.304
H 9.296 10.931 19.829
H 10.586 8.895 21.782
H 11.899 11.042 18.462
H 14.116 3.991 17.650
H 8.291 7.038 17.977
H 8.451 -0.755 19.489
H 15.859 7.936 20.790
H 12.114 8.464 17.459
H 6.293 7.063 16.501
H 9.322 5.627 15.944
H 7.404 6.582 24.263
H 5.417 4.631 23.414
H 9.435 11.450 21.424
H 8.946 3.941 16.130
H 11.967 7.127 27.434
H 6.487 10.884 16.317
H 7.607 1.274 18.450
H 15.127 6.407 20.203
H 5.606 7.592 22.633
H 9.181 4.353 18.313
H 3.847 5.742 24.434
H 13.197 9.198 21.912
H 10.372 7.184 28.347
H 7.528 4.845 23.933
H 10.580 2.674 17.384
H 9.792 9.796 17.796
H 14.466 9.932 21.009
H 6.819 5.355 25.487
H 9.327 1.074 18.635
H 4.779 6.186 21.924
H 6.647 0.926 21.309
H 12.746 10.073 20.460
H 8.555 8.593 19.785
H 11.195 5.677 28.040
H 13.947 3.021 19.102
H 11.379 3.597 19.253
H 6.345 8.426 15.321
H 10.890 11.108 20.635
H 11.369 9.278 15.169
H 6.746 11.147 18.014
H 6.222 9.011 19.279
H 6.096 -0.116 19.958
H 14.848 6.971 21.845
H 8.436 2.228 19.760
H 10.017 0.380 20.940
H 11.275 8.000 25.130
H 9.637 8.329 25.400
H 8.625 9.722 23.137
H 9.333 5.891 26.399
H 9.665 9.783 15.438
H 7.621 5.046 15.983
H 12.360 5.618 17.596

---

18
Properties=species:S:1:pos:R:3 method="wB97M-V/def2-TZVPD" orbital_gap_ev=10.51 e_homo_ev=-9.669 lumo_energy_ev=0.8 de_lowest_kcal_mol=136.4
O 1.082 -0.719 1.258
N -1.102 0.090 1.241
C -0.651 1.323 1.856
C -0.774 -2.145 0.307
C 1.868 0.440 -2.169
C -0.072 -0.791 0.917
C 0.736 1.254 -2.344
H 0.104 0.716 2.713
H 2.562 0.692 -1.209
H 2.375 -0.227 -2.982
H 0.178 1.262 -3.438
H -0.556 -3.019 1.033
H -0.351 2.116 1.230
H 0.700 2.223 -1.352
H -1.940 0.043 0.937
H -1.970 -2.157 0.414
H -0.541 -2.569 -0.828
H -1.648 1.468 2.418

---

31
Properties=species:S:1:pos:R:3 method="wB97M-V/def2-TZVPD" orbital_gap_ev=8.84 e_homo_ev=-9.125 smiles="CCOP(=O)(OCC)/C(C#N)=C/c1ccoc1" lumo_energy_ev=-0.3
P 0.935 -0.079 -1.456
O -0.043 -0.107 -2.548
O 1.960 -1.301 -1.404
O -3.795 0.166 2.757
O 2.017 1.093 -1.515
N 1.858 0.098 2.111
C 1.628 2.346 -2.059
C 1.079 0.060 1.267
C -2.719 0.197 3.566
C -3.346 0.103 1.504
C 0.838 3.173 -1.058
C -1.570 0.156 2.848
C -1.969 0.093 1.476
C 1.513 -2.577 -1.840
C 0.688 -3.278 -0.774
C 0.173 0.014 0.204
C -1.169 0.029 0.287
H -1.710 -0.012 -0.651
H 0.464 -4.294 -1.089
H 0.660 4.167 -1.458
H -0.120 2.695 -0.858
H -4.069 0.070 0.712
H -2.901 0.249 4.621
H -0.247 -2.742 -0.618
H -0.569 0.167 3.224
H 2.561 2.846 -2.328
H 1.390 3.257 -0.124
H 0.924 -2.457 -2.756
H 1.031 2.176 -2.962
H 2.423 -3.141 -2.063
H 1.237 -3.308 0.164